A 3-piece molecular cluster, C3H11N overall. Source: OMol25; level of theory: ωB97M-V with the def2-TZVPD basis set.

HOMO-LUMO gap: 0.33420 Eh
spin multiplicity: 1
highest occupied orbital energy: -8.0 eV

XYZ file:
```
15
C3H11N, DFT ωB97M-V with the def2-TZVPD basis set
C -1.76746 0.52496 0.71976
N -0.66965 0.55350 -0.25171
H -1.06470 0.34316 -1.18462
H 0.23600 1.58198 0.09110
H -1.33540 0.75679 1.70565
H -2.56142 1.24398 0.46516
H -2.25637 -0.46048 0.76817
C 0.50398 -0.71057 0.14421
C 1.59004 -0.81836 -0.89580
H 2.30716 0.00739 -0.79909
H 2.11654 -1.78210 -0.77529
H -0.17213 -1.57485 0.10293
H 0.88104 -0.54369 1.15493
H 1.01957 1.66470 0.66809
H 1.17279 -0.78639 -1.91349
```

A 2-piece molecular cluster, C3H11N2 overall. Source: OMol25; level of theory: ωB97M-V with the def2-TZVPD basis set.

HOMO-LUMO gap: 0.36251 Eh
total charge: +1
spin multiplicity: 1
highest occupied orbital energy: -13.3 eV

XYZ file:
```
16
C3H11N2, DFT ωB97M-V with the def2-TZVPD basis set
C -1.23468 -1.82905 1.60933
H -1.74245 -2.38421 2.38703
H -0.17868 -1.83442 1.86962
H -1.65773 -0.82884 1.55546
H -1.34987 -2.28656 0.62782
C 0.80846 0.85614 -0.20423
C 0.26867 1.27893 -1.35733
N -0.20620 2.54467 -1.55889
N 1.27612 -0.54229 -0.08633
H 0.87107 1.44944 0.69284
H 0.35468 0.64580 -2.23654
H -0.74059 2.66496 -2.40508
H -0.63263 2.98463 -0.75700
H 1.30626 -0.81568 0.89529
H 2.21040 -0.70792 -0.47401
H 0.64719 -1.19559 -0.55797
```

An isolated ion of composition C3H11N2 and charge +1. Source: OMol25; level of theory: ωB97M-V with the def2-TZVPD basis set.

SMILES: CNCC[NH3+]
HOMO-LUMO gap: 0.39734 Eh
total charge: +1
spin multiplicity: 1
highest occupied orbital energy: -14.3 eV

XYZ file:
```
16
C3H11N2, DFT ωB97M-V with the def2-TZVPD basis set
C -1.33864 -0.84934 1.09128
N -1.13464 0.13744 -0.06945
C -0.06726 1.17722 -0.00649
C 1.31875 0.50010 -0.13245
N 0.99491 -0.56245 -1.13187
H -2.13589 -0.74032 1.86840
H -0.40582 -0.98200 1.68094
H -1.59951 -1.78624 0.53468
H -1.93709 0.73746 -0.26045
H -0.13751 1.87619 -0.88703
H -0.00349 1.81655 0.91788
H 2.15556 1.05073 -0.47217
H 1.39317 0.07244 0.92583
H 1.49084 -0.46489 -1.98758
H 1.38404 -1.57614 -0.88385
H 0.02258 -0.40675 -1.18766
```

A 2-piece molecular cluster, C3H11N2 overall. Source: OMol25; level of theory: ωB97M-V with the def2-TZVPD basis set.

HOMO-LUMO gap: 0.37628 Eh
total charge: +1
spin multiplicity: 1
highest occupied orbital energy: -14.4 eV

XYZ file:
```
16
C3H11N2, DFT ωB97M-V with the def2-TZVPD basis set
C 2.01289 1.13190 0.73811
C 2.21014 2.64627 0.85015
H 2.82147 0.80681 0.06016
H 2.10250 0.51809 1.63373
H 1.11571 0.96013 0.13839
H 1.35599 3.08594 1.38920
H 2.23965 3.10715 -0.12139
H 3.09738 2.94172 1.41488
N -1.71391 -0.20923 -0.51659
C -1.71294 -1.43980 -0.94231
N -1.17458 -2.46429 -0.31664
H -1.58524 -0.03096 0.47538
H -1.90824 0.58059 -1.10527
H -2.14976 -1.67657 -1.91217
H -1.22186 -3.36852 -0.74112
H -0.63707 -2.22700 0.50315
```

A 2-piece molecular cluster, C3H11N2 overall. Source: OMol25; level of theory: ωB97M-V with the def2-TZVPD basis set.

HOMO-LUMO gap: 0.42319 Eh
total charge: +1
spin multiplicity: 1
highest occupied orbital energy: -14.5 eV

XYZ file:
```
16
C3H11N2, DFT ωB97M-V with the def2-TZVPD basis set
C -2.31268 0.46177 -1.32772
N -1.67171 0.99778 -0.40120
H -3.02812 1.02143 -1.94880
H -2.19298 -0.74866 -1.49159
H -0.18895 0.13211 0.24936
H -1.98803 1.98072 -0.14303
C 1.42873 -0.56607 -0.86111
N 0.87002 0.12900 0.40390
C 0.82175 -0.40279 1.84239
H 1.15613 -1.67702 -0.55311
H 2.49576 -0.36115 -0.85982
H 0.91451 -0.23688 -1.73322
H 1.31453 1.08611 0.40156
H 0.19277 0.19318 2.37044
H 0.35013 -1.47914 1.74819
H 1.83814 -0.53040 2.30377
```

C3H11N2O as an isolated structure. Source: OMol25; level of theory: ωB97M-V with the def2-TZVPD basis set.

HOMO-LUMO gap: 0.39430 Eh
total charge: +1
spin multiplicity: 1
highest occupied orbital energy: -14.4 eV

XYZ file:
```
17
C3H11N2O, DFT ωB97M-V with the def2-TZVPD basis set
C 1.19682 -2.21689 0.35335
C 0.42346 -0.05074 1.52138
C 0.67340 -0.80409 0.34653
N -1.56363 2.12876 -1.09887
N 0.34450 -0.31964 -0.84223
O -0.30187 2.04318 -0.51637
H 1.41349 -2.56879 -0.65720
H 1.93084 -2.24486 1.22674
H 0.43950 -2.88110 0.78465
H -0.72504 -0.19677 1.65773
H 1.16976 -0.45338 2.31985
H 0.67979 1.04100 1.22758
H -2.36504 1.76963 -0.47817
H -1.88835 3.12619 -1.30968
H 0.16088 -0.89017 -1.64066
H -1.70035 1.64648 -2.06531
H 0.11184 0.87120 -0.82930
```

In order of appearance, energy above the lowest of the compared OMol25 structures with the same formula, charge and spin = 75.11; 28.79; 44.76; 13.18; 53.06; 94.54 kcal/mol.
In order of appearance, E_tot = -175.5235; -230.1365; -230.1110; -230.1614; -230.0978; -305.3021 hartree.
In order of appearance, molecular weight = 61.128; 75.135; 75.135; 75.135; 75.135; 91.134 g/mol.